(1)
{
  "formula": "C5H7NO",
  "method": "wB97M-V/def2-TZVPD",
  "smiles": "[H]/N=C/[C@@H]1C(=O)[C@H]1C",
  "e_above_lowest_kcal_mol": 52.5,
  "e_homo_ev": -9.11,
  "spin_multiplicity": 1,
  "fmax_ev_per_a": 0.64,
  "energy_ev": -8833.92490,
  "symbols": ["H", "N", "C", "C", "C", "O", "C", "C", "H", "H", "H", "H", "H", "H"],
  "coordinates": [[3.1297, -0.4306, -1.2167], [2.1302, -0.3769, -1.0507], [1.8996, -0.0153, 0.1437], [0.5037, 0.0383, 0.6201], [-0.2794, -1.1620, 0.2051], [-0.4406, -2.3348, 0.3710], [-0.6530, 0.0977, -0.4307], [-1.9844, 0.7005, -0.0021], [2.6806, 0.1662, 0.8964], [0.3366, 0.5077, 1.5808], [-0.2960, 0.2668, -1.4478], [-2.0021, 1.7952, -0.0281], [-2.2419, 0.3982, 1.0208], [-2.7830, 0.3490, -0.6617]]
}

=====

(2)
{
  "formula": "C25H37Cl2NO4RuS3Si",
  "method": "wB97M-V/def2-TZVPD",
  "s2": 6.04,
  "e_homo_ev": [-7.25, -7.83],
  "spin_multiplicity": 5,
  "fmax_ev_per_a": 1.53,
  "energy_ev": -104221.52599,
  "symbols": ["Ru", "Cl", "C", "C", "C", "Cl", "C", "C", "C", "C", "N", "C", "C", "O", "H", "H", "H", "H", "C", "C", "S", "C", "C", "S", "H", "H", "H", "H", "H", "H", "C", "C", "C", "C", "O", "Si", "S", "O", "C", "C", "C", "C", "O", "C", "C", "C", "C", "H", "H", "H", "H", "H", "H", "H", "H", "H", "H", "H", "H", "H", "H", "H", "H", "H", "H", "H", "H", "H", "H", "H", "H", "H", "H", "H"],
  "coordinates": [[0.7367, 1.8702, 1.5697], [5.5420, 3.4731, 2.1736], [4.1416, 3.9924, 3.0222], [4.2466, 4.9327, 4.0399], [3.1319, 5.3615, 4.7326], [3.3238, 6.5231, 5.9908], [1.8446, 4.8619, 4.4359], [0.6451, 5.2185, 5.0792], [-0.5327, 4.6424, 4.6650], [-0.5260, 3.7083, 3.6323], [0.5848, 3.3390, 3.0116], [1.7563, 3.9011, 3.3949], [2.8981, 3.4327, 2.6670], [2.7251, 2.5462, 1.7614], [5.2217, 5.3214, 4.2934], [0.6567, 5.9343, 5.8853], [-1.4697, 4.9030, 5.1276], [-1.4471, 3.2463, 3.3027], [-3.0440, -0.7357, 2.4792], [-2.0973, 0.3345, 2.0248], [-0.6597, 0.3833, 2.9743], [-2.3752, 1.1809, 0.9846], [-3.6450, 1.1200, 0.1860], [-1.3687, 2.5091, 0.5238], [-2.8551, -0.9578, 3.5254], [-2.8539, -1.6442, 1.9056], [-4.0835, -0.4432, 2.3607], [-4.2254, 0.2272, 0.3863], [-3.3978, 1.1510, -0.8734], [-4.2498, 2.0007, 0.4010], [-0.0295, -0.8692, -4.5554], [-0.4627, 0.2380, -3.5946], [-1.7382, 0.9253, -4.0902], [0.6623, 1.2506, -3.4161], [-0.7878, -0.3585, -2.3431], [0.0387, -1.1156, -1.1914], [1.1157, 0.2527, 0.0806], [-1.0594, -1.9343, -0.3318], [-1.9638, -2.9378, -0.8231], [-3.3209, -2.2789, -1.0741], [-2.0392, -4.0243, 0.2492], [-1.4669, -3.5742, -2.1168], [1.2380, -2.0010, -1.8198], [2.3161, -2.7696, -1.2754], [1.9928, -3.2487, 0.1371], [2.4966, -3.9565, -2.2253], [3.5813, -1.9117, -1.2692], [0.3278, -0.4506, -5.4910], [-0.8627, -1.5349, -4.7661], [0.7672, -1.4404, -4.0890], [-1.5825, 1.3267, -5.0873], [-2.0102, 1.7406, -3.4254], [-2.5600, 0.2144, -4.1286], [0.8220, 1.7900, -4.3455], [1.5783, 0.7363, -3.1359], [0.4115, 1.9598, -2.6298], [-3.8131, -2.0320, -0.1401], [-3.9636, -2.9471, -1.6437], [-3.1730, -1.3634, -1.6400], [-2.2840, -3.6030, 1.2189], [-1.0749, -4.5201, 0.3338], [-2.7867, -4.7639, -0.0204], [-1.4706, -2.8453, -2.9205], [-2.1025, -4.4139, -2.3866], [-0.4522, -3.9310, -1.9829], [1.1081, -3.8803, 0.1361], [1.8026, -2.3996, 0.7888], [2.8270, -3.8165, 0.5369], [1.6145, -4.5926, -2.2098], [3.3597, -4.5496, -1.9346], [2.6440, -3.5932, -3.2396], [3.4453, -1.0447, -0.6287], [3.8106, -1.5712, -2.2752], [4.4202, -2.4950, -0.8980]]
}

=====

(3)
{
  "formula": "C7H14S",
  "method": "wB97M-V/def2-TZVPD",
  "e_above_lowest_kcal_mol": 121.5,
  "e_homo_ev": [-6.61, -7.74],
  "spin_multiplicity": 1,
  "fmax_ev_per_a": 3.90,
  "energy_ev": -18316.05916,
  "symbols": ["C", "C", "C", "C", "C", "C", "C", "S", "H", "H", "H", "H", "H", "H", "H", "H", "H", "H", "H", "H", "H", "H"],
  "coordinates": [[-2.2450, 0.1267, 0.9092], [-1.6401, 0.1842, -0.2639], [-1.7615, 0.8884, -1.5568], [1.1782, -1.2497, -1.5763], [1.2461, -1.3074, 0.9098], [0.8893, 1.4699, 1.5369], [1.0281, -0.5634, -0.3130], [1.3365, 1.1464, -0.2153], [-1.8173, -0.4166, 1.7434], [-3.2228, 0.6120, 1.2222], [-1.7106, 2.0300, -1.2564], [-2.5968, 0.7436, -2.1644], [-0.8723, 0.7284, -2.1638], [0.2573, -1.6131, -1.9149], [1.8149, -2.1606, -1.6379], [1.6603, -0.6033, -2.3062], [2.2968, -1.2822, 1.3595], [0.5099, -1.0354, 1.7218], [1.0605, -2.3435, 0.5301], [1.7474, 0.9643, 2.0659], [-0.2057, 1.1931, 1.5793], [1.0466, 2.4883, 1.7908]]
}